w | 10
Properties=species:S:1:pos:R:3 method="wB97M-V/def2-TZVPD" orbital_gap_ha=0.37208 charge=+1 homo_energy_ha=-0.5113 lumo_energy_ha=-0.1392
Cs 3.582 -0.169 0.172
C -0.017 -0.226 -0.867
C -0.839 -0.136 0.420
O -0.033 0.514 1.417
H 0.280 0.765 -1.212
H -0.580 -0.664 -1.691
H 0.842 -0.886 -0.744
H -1.140 -1.113 0.798
H -1.706 0.510 0.284
H -0.389 1.406 1.422

x | 10
Properties=species:S:1:pos:R:3 method="wB97M-V/def2-TZVPD" orbital_gap_ha=0.39292 charge=+1 homo_energy_ha=-0.5359 lumo_energy_ha=-0.1430
Cs 15.308 -10.646 -11.489
C 16.149 -7.085 -8.764
C 16.792 -6.793 -10.005
O 16.355 -7.812 -10.998
H 16.270 -8.077 -8.330
H 15.096 -6.973 -9.021
H 16.408 -6.359 -7.993
H 17.858 -6.803 -9.778
H 16.463 -5.808 -10.335
H 17.056 -8.435 -11.202

Tell me which of them is the most stable. Sure, it is w.

w | 20
Properties=species:S:1:pos:R:3 method="wB97M-V/def2-TZVPD" orbital_gap_ha=0.12946 charge=-1 homo_energy_ha=-0.0914 lumo_energy_ha=0.0381
C 0.318 -0.321 -1.729
C 1.143 -0.881 -2.828
S 1.919 -2.389 -2.341
C 1.050 0.406 -0.595
N 0.332 0.310 0.642
C -0.900 0.987 1.064
C -0.922 1.257 2.554
S -2.614 1.857 2.992
H -0.555 0.286 -1.979
H -0.097 -1.391 -1.311
H 0.541 -1.005 -3.724
H 1.748 -0.003 -3.091
H -0.185 -2.242 -1.200
H 1.086 1.463 -0.869
H 2.027 -0.039 -0.435
H 0.461 -0.530 1.178
H -1.768 0.368 0.822
H -1.024 1.940 0.554
H -0.213 2.056 2.785
H -0.746 0.392 3.184

x | 20
Properties=species:S:1:pos:R:3 method="wB97M-V/def2-TZVPD" orbital_gap_ha=0.10121 charge=-1 homo_energy_ha=-0.0956 lumo_energy_ha=0.0056
C 1.734 1.109 0.129
C 2.582 0.064 -0.617
S 4.338 0.259 -0.223
C 0.217 0.818 -0.163
N -0.218 -0.145 0.904
C -1.339 -0.988 0.522
C -2.722 -0.441 0.376
S -2.901 0.124 -1.453
H 2.050 2.076 -0.286
H 1.985 1.113 1.205
H 2.357 0.235 -1.661
H 2.269 -0.921 -0.233
H 0.115 0.375 -1.154
H -0.220 1.803 -0.038
H -0.660 0.538 1.524
H -1.418 -1.819 1.236
H -1.085 -1.478 -0.519
H -2.765 0.420 1.057
H -3.530 -1.142 0.570
H -0.789 -1.999 -1.176

Tell me which of them is the most stable. Sure, it is w.

w | 14
Properties=species:S:1:pos:R:3 method="wB97M-V/def2-TZVPD" orbital_gap_ha=0.28749 smiles="S=C1CCCC(=S)S1" homo_energy_ha=-0.3211 lumo_energy_ha=-0.0336
C -0.836 -0.569 1.066
C 0.230 -0.007 1.940
C 1.584 0.052 1.289
C 1.800 0.932 0.048
C 0.719 0.721 -1.044
H 0.341 -0.590 2.805
H -0.129 0.976 2.297
H 2.429 0.343 1.997
H 1.863 -0.962 0.992
H 2.853 0.653 -0.287
H 1.680 2.037 0.348
S -2.091 -1.476 1.547
S 1.072 0.907 -2.630
S -0.857 -0.009 -0.664

x | 14
Properties=species:S:1:pos:R:3 method="wB97M-V/def2-TZVPD" orbital_gap_ha=0.28309 smiles="S=C1[C@H]2SC[C@@H]1[C@@H]2S" homo_energy_ha=-0.3153 lumo_energy_ha=-0.0322
C -0.651 -0.295 -0.706
C 0.039 0.939 0.194
C 0.155 0.576 1.642
C 0.768 -0.955 -0.346
C 1.312 0.486 -0.394
H -2.421 -1.706 -1.689
H -0.590 0.048 -1.787
H -0.520 1.892 -0.029
H -0.908 0.595 2.139
H 0.815 1.182 2.292
H 1.127 -1.745 -0.878
S -2.268 -0.906 -0.316
S 0.735 -1.242 1.433
S 2.409 1.130 -1.555

Tell me which of them is the most stable. Sure, it is w.

w | 18
Properties=species:S:1:pos:R:3 method="wB97M-V/def2-TZVPD" orbital_gap_ha=0.21234 charge=-1 homo_energy_ha=-0.0923 lumo_energy_ha=0.1201
C -2.765 -1.494 -0.388
C -1.343 -1.071 -0.042
S -1.223 -0.214 1.537
H -3.434 -0.631 -0.381
H -3.141 -2.186 0.369
H -2.802 -1.985 -1.371
H -0.950 -0.419 -0.832
H -0.715 -1.973 -0.073
C 1.334 1.525 2.059
S 0.483 1.609 0.444
S 2.266 1.791 -0.735
C 1.985 0.338 -1.766
H 1.627 0.504 2.305
H 2.199 2.187 2.054
H 0.628 1.873 2.812
H 1.213 0.539 -2.509
H 2.925 0.151 -2.296
H 1.713 -0.544 -1.190

x | 18
Properties=species:S:1:pos:R:3 method="wB97M-V/def2-TZVPD" orbital_gap_ha=0.21374 charge=-1 homo_energy_ha=-0.0935 lumo_energy_ha=0.1203
C 0.296 3.135 -0.237
C -0.019 1.657 -0.037
S 0.054 1.129 1.677
H 1.359 3.325 -0.034
H -0.200 3.789 0.497
H 0.050 3.507 -1.242
H 0.701 1.096 -0.664
H -1.015 1.447 -0.434
C -0.223 -1.930 2.191
S 0.689 -1.359 0.702
S 0.039 -2.931 -0.642
C -0.103 -1.847 -2.105
H -1.278 -1.946 1.912
H 0.111 -2.924 2.508
H -0.089 -1.224 2.999
H 0.865 -1.764 -2.596
H -0.836 -2.287 -2.780
H -0.401 -0.873 -1.715

Tell me which of them is the most stable. Sure, it is w.

w | 25
Properties=species:S:1:pos:R:3 method="wB97M-V/def2-TZVPD" orbital_gap_ha="0.27406 / 0.27164" homo_energy_ha="-0.2910 / -0.2897" lumo_energy_ha="-0.0170 / -0.0181"
C -0.924 -1.460 -0.941
C 0.423 2.007 1.237
C -1.123 -0.772 -2.152
C -0.087 -2.732 -1.032
C 0.801 1.473 2.615
C 0.034 -0.509 0.433
C 0.335 1.004 0.097
C -0.009 1.547 -1.209
O 1.317 -0.059 0.070
N -0.272 -1.144 1.507
H -1.831 -1.593 -0.358
H 0.564 -1.475 1.990
H -0.539 2.528 1.284
H 1.164 2.758 0.938
H -2.100 -0.382 -2.407
H -0.446 -0.934 -2.983
H -0.521 0.682 -1.824
H 0.940 -2.491 -1.310
H -0.486 -3.413 -1.787
H -0.073 -3.227 -0.061
H -0.735 2.357 -1.172
H 0.856 1.780 -1.826
H 0.982 2.312 3.289
H 0.012 0.858 3.040
H 1.717 0.885 2.564

x | 25
Properties=species:S:1:pos:R:3 method="wB97M-V/def2-TZVPD" orbital_gap_ha=0.32267 homo_energy_ha=-0.2965 lumo_energy_ha=0.0262
C 1.582 0.376 0.507
C 0.219 1.875 2.051
C 0.501 -1.913 0.969
C -1.760 -1.008 -0.866
C 0.236 -0.354 -2.269
N 0.338 0.814 1.093
C 0.518 -0.624 0.214
C -0.411 -0.301 -0.887
C -0.614 1.323 -0.458
O -0.161 2.234 -1.151
H -1.657 1.389 -0.081
H 1.989 0.999 -0.285
H 2.332 0.081 1.235
H -0.825 1.964 2.354
H 0.812 1.658 2.943
H 0.533 2.822 1.594
H -0.508 -2.287 1.131
H 0.964 -1.786 1.947
H 1.050 -2.665 0.395
H 1.254 0.032 -2.269
H -2.412 -0.561 -1.617
H -2.245 -0.904 0.106
H -1.664 -2.073 -1.084
H 0.261 -1.382 -2.632
H -0.332 0.293 -2.940

Tell me which of them is the most stable. Sure, it is x.

w | 12
Properties=species:S:1:pos:R:3 method="wB97M-V/def2-TZVPD" orbital_gap_ha=0.27399 smiles="CC1=NC(=S)C=C1Cl" homo_energy_ha=-0.3412 lumo_energy_ha=-0.0672
C 1.268 1.116 -1.056
C 0.277 0.130 -0.386
C -0.977 -1.593 0.033
C -1.216 -0.680 1.148
C -0.439 0.396 0.906
H 1.032 2.208 -1.007
H 2.223 1.052 -0.450
H 1.388 0.703 -2.048
H -1.831 -0.976 1.951
N -0.141 -0.954 -0.897
S -1.513 -3.089 -0.224
Cl -0.070 1.686 2.031

x | 12
Properties=species:S:1:pos:R:3 method="wB97M-V/def2-TZVPD" orbital_gap_ha=0.28276 smiles="S/N=C1/C=CC(Cl)=C1" homo_energy_ha=-0.3221 lumo_energy_ha=-0.0393
C 0.556 0.130 0.187
C -0.233 1.264 0.082
C -1.515 0.999 -0.304
C -1.567 -0.425 -0.066
C -0.289 -1.088 0.119
H 3.990 -0.416 -0.003
H 0.180 2.208 0.193
H -2.409 1.499 -0.295
H -0.162 -2.205 0.429
N 1.793 0.327 -0.100
S 2.789 -1.146 -0.155
Cl -3.135 -1.147 -0.085

Tell me which of them is the most stable. Sure, it is w.

w | 15
Properties=species:S:1:pos:R:3 method="wB97M-V/def2-TZVPD" orbital_gap_ha=0.35915 smiles="CN1C(=O)C[C@H](I)C1=O" homo_energy_ha=-0.3671 lumo_energy_ha=-0.0079
C 0.641 -0.595 0.789
C -0.465 0.689 -0.733
C 0.944 1.199 -0.758
C 1.744 0.151 0.051
C -1.883 -0.847 0.555
N -0.596 -0.220 0.271
O 0.720 -1.518 1.685
O -1.361 1.212 -1.386
I 2.702 -1.285 -1.162
H 1.274 1.551 -1.737
H 0.834 2.077 -0.134
H 2.491 0.762 0.625
H -1.888 -1.614 1.362
H -2.344 -1.402 -0.313
H -2.814 -0.159 0.886

x | 15
Properties=species:S:1:pos:R:3 method="wB97M-V/def2-TZVPD" orbital_gap_ha=0.33759 homo_energy_ha=-0.3171 lumo_energy_ha=0.0205
C -0.289 1.469 0.631
C -3.697 2.043 -0.705
C 0.452 -2.074 0.606
C -0.252 -0.957 0.759
C -1.718 1.569 0.658
N -2.642 1.788 -0.070
O 0.363 2.488 0.644
O 0.347 0.272 0.686
I 7.505 0.205 -0.033
H -3.936 3.063 -0.946
H -4.350 1.244 -1.009
H 1.501 -2.019 0.380
H -0.014 -3.037 0.692
H 8.663 1.220 -0.342
H -1.317 -0.947 0.983

Tell me which of them is the most stable. Sure, it is w.